# 1
This record from the Open Molecules 2025 dataset describes a molecular structure, C13H28BF3N2O10SSi2 in a non-equilibrium geometry. The level of theory is ωB97M-V/def2-TZVPD.

Structure (ORCA input):
```
! wB97M-V def2-TZVPD RIJCOSX def2/J DEFGRID3
* xyz 0 1
N 1.848 -1.834 -3.529
H -3.824 6.434 -1.567
H -2.754 4.579 -0.495
O 0.493 -2.716 0.867
C 6.311 -2.397 1.289
H 3.479 0.753 1.217
C -0.497 -2.425 1.466
C -3.689 4.121 -0.174
C -4.868 4.622 -0.991
H 2.667 -3.433 -2.476
O 2.982 -0.073 -1.182
H 1.970 -0.833 -3.593
H -4.275 5.409 -2.956
O -1.750 -2.660 1.046
O -7.465 6.790 -0.536
F -0.613 0.276 -0.999
H 0.198 -1.457 -2.197
F -1.454 2.221 -0.541
C -1.836 -1.330 2.897
C -2.662 -2.344 2.128
H 3.760 -2.688 -3.635
H 6.921 -1.580 0.893
O 1.695 3.077 -0.186
H 5.188 -1.074 -1.994
C 2.994 -2.469 -2.879
C -4.573 5.745 -1.966
B 4.093 -2.556 0.242
F -0.023 2.017 -2.147
C -3.997 -1.855 1.599
H -3.845 4.355 0.878
H -2.776 -3.259 2.713
C 4.276 -2.316 2.646
O 0.331 1.939 1.581
O -0.496 -1.777 2.647
N 4.883 -2.018 1.341
C 0.548 -2.165 -2.958
H -3.586 3.041 -0.267
O -5.828 6.425 -2.042
H -0.215 -2.203 -3.743
H 6.661 -2.599 2.305
H 0.588 -3.158 -2.499
O -5.863 5.251 -0.157
H 4.278 -3.385 2.897
C -6.486 6.213 -0.875
S 1.005 1.904 0.301
Si 3.849 -1.489 -1.496
H -5.368 3.799 -1.507
H 1.824 -0.992 0.915
C -0.359 1.584 -0.944
H 2.537 -3.795 0.262
Si 2.447 0.196 0.331
H 6.496 -3.304 0.703
H -3.982 -1.841 0.511
H 4.816 -1.765 3.424
H -2.025 -1.318 3.967
O 3.502 -3.807 0.342
H -1.943 -0.322 2.489
H 3.239 -1.966 2.665
H -4.219 -0.848 1.954
H -4.811 -2.504 1.916
*
```

Values from the calculation:
HOMO energy (eV): -8.187
Kohn-Sham gap (eV): 8.237
LUMO level (eV): 0.051

---

# 2
This record from the Open Molecules 2025 dataset describes 3 unconnected molecules or ions with the total composition C13H28BN2O5S2 in a non-equilibrium geometry. The level of theory is ωB97M-V/def2-TZVPD.

Structure (ORCA input):
```
! wB97M-V def2-TZVPD RIJCOSX def2/J DEFGRID3
* xyz 1 1
H -3.628 -1.230 2.892
O -2.951 0.237 -2.146
C -0.958 0.727 0.507
H -0.303 -1.922 -0.278
S -4.078 -3.526 -2.859
H -2.939 0.647 0.103
C 1.777 -1.941 0.146
C 6.361 4.190 2.752
C 2.712 0.086 1.015
H -2.900 -3.330 -4.925
O -2.164 -2.365 1.026
H 5.728 4.539 3.568
B -2.651 -1.113 1.106
H -1.793 -3.268 -3.519
H 4.189 5.836 2.096
H 3.856 -1.680 0.631
H -1.149 1.098 1.512
H 0.647 2.142 2.312
S 5.359 3.912 1.291
H -2.797 -1.853 -3.941
H 2.294 2.468 1.833
H 4.017 5.612 0.336
H -0.873 1.614 -0.115
C 4.710 5.580 1.174
H 3.556 0.666 1.353
C 0.524 -1.343 0.099
H 6.826 3.245 3.024
O -3.726 -3.107 -1.461
C -2.754 -2.941 -3.919
H -4.576 -0.661 1.713
C 1.333 2.121 1.462
H -3.807 -5.589 -4.021
H -2.852 -3.037 0.962
C 0.342 -0.031 0.524
H -2.664 -5.441 -2.649
H -4.380 -5.816 -2.352
H -1.162 -0.527 -1.728
N -2.185 -0.040 0.098
C 1.457 0.691 0.993
H 5.532 6.273 0.994
N -3.622 -0.647 2.062
H -2.579 -1.568 -1.332
O -4.310 -0.114 -1.853
O 4.221 3.036 1.707
C -3.686 -5.270 -2.986
C 2.878 -1.231 0.605
H 7.132 4.925 2.525
C -2.163 -0.563 -1.322
H 0.955 2.756 0.664
H 1.920 -2.956 -0.188
H -4.674 0.706 -1.492
*
```

Values from the calculation:
HOMO energy (eV): -11.062
Kohn-Sham gap (eV): 8.556
LUMO level (eV): -2.505

---

# 3
This record from the Open Molecules 2025 dataset describes a molecular structure, C13H28BrF9N2O11S3V in a non-equilibrium geometry. The level of theory is ωB97M-V/def2-TZVPD.

Structure (ORCA input):
```
! wB97M-V def2-TZVPD RIJCOSX def2/J DEFGRID3
* xyz 0 4
O 19.496 7.466 1.495
C 15.563 -0.659 -2.405
H 16.595 -0.810 -2.715
H 17.004 3.986 -3.677
O 12.592 5.515 -1.204
H 14.968 -1.550 -2.592
H 13.511 0.832 -1.657
F 18.201 9.674 0.871
S 18.103 7.135 1.569
F 21.024 1.300 -1.290
H 19.515 6.210 -4.203
H 16.840 1.579 -3.286
H 18.208 8.702 -2.728
H 19.938 8.331 -4.403
N 15.011 0.540 -3.101
F 12.050 6.517 1.745
H 16.106 0.035 -4.872
H 17.818 8.256 -1.128
F 16.611 9.319 2.290
O 17.632 6.701 -2.480
C 13.259 6.074 1.433
H 15.999 1.612 -1.696
N 20.707 7.273 -2.767
H 12.959 -0.155 -2.997
O 17.696 6.265 0.453
Br 16.103 2.914 0.553
H 21.211 5.755 -4.179
O 14.901 5.940 -0.725
C 15.895 1.749 -2.774
C 20.114 2.115 -1.793
H 19.842 6.819 -0.837
C 20.361 6.013 -3.551
H 20.236 8.438 -1.233
C 13.556 0.716 -2.739
H 13.224 1.596 -3.283
H 22.495 8.005 -1.851
C 15.078 0.226 -4.588
H 14.558 3.474 -2.396
V 16.882 4.940 -0.928
C 20.826 8.402 -3.778
H 17.347 6.897 -3.377
S 13.516 6.362 -0.454
C 18.297 7.867 -2.026
O 13.264 7.788 -0.580
O 18.888 4.369 -1.252
C 22.102 7.061 -2.225
H 21.715 8.206 -4.366
F 13.332 4.791 1.759
H 14.697 1.130 -5.061
S 20.124 3.737 -0.777
H 14.353 -0.567 -4.746
C 19.743 7.549 -1.642
F 16.344 8.718 0.231
H 20.786 9.342 -3.234
F 14.170 6.747 2.114
C 15.275 3.108 -3.134
O 20.074 3.297 0.594
F 20.440 2.391 -3.078
O 21.320 4.453 -1.170
C 17.236 8.810 1.239
H 14.900 3.235 -4.153
F 18.897 1.560 -1.840
H 15.566 -0.467 -1.332
O 17.624 6.636 2.837
H 20.148 5.280 -2.777
H 22.112 6.302 -1.444
H 22.755 6.722 -3.026
O 16.347 4.027 -2.974
*
```

Values from the calculation:
HOMO energy (alpha / beta) (eV): -7.333 / -8.184
Kohn-Sham gap (alpha / beta) (eV): 6.369 / 7.219
LUMO level (alpha / beta) (eV): -0.963 / -0.965

---

# 4
This record from the Open Molecules 2025 dataset describes a molecular structure, C13H28BrNNbO12S3 in a non-equilibrium geometry. The level of theory is ωB97M-V/def2-TZVPD.

Structure (ORCA input):
```
! wB97M-V def2-TZVPD RIJCOSX def2/J DEFGRID3
* xyz -1 1
H 0.856 0.459 2.656
O 2.881 -6.310 2.674
H -0.671 -1.588 5.016
H 1.903 3.714 1.239
C 4.294 -6.095 2.628
C 1.088 5.572 0.493
O 1.799 -5.219 0.748
Nb -0.466 -0.629 0.698
O 3.490 5.928 2.978
H -4.851 -1.569 -1.557
O 3.369 -4.007 2.186
C 2.082 4.436 0.442
C -1.384 2.737 1.142
H 4.657 -6.367 1.635
H 4.353 -4.379 3.953
H -1.272 1.932 -4.691
H 1.484 -1.798 3.858
C -2.260 -0.755 -0.767
O -0.788 1.272 -6.604
C -0.296 -0.802 4.373
O 3.757 7.458 1.056
O -0.744 -0.858 -7.810
C -2.714 0.541 -5.524
S 2.116 -5.006 2.109
C 0.610 -1.413 3.338
H -2.115 -1.652 -1.355
C -1.080 1.553 1.046
O -2.837 0.049 -6.876
C -4.846 -0.776 -0.822
C -3.578 -0.858 0.009
H 0.210 -0.020 4.926
O -1.826 1.114 -8.832
C -1.759 1.705 -5.635
H -4.941 0.172 -1.328
H 0.047 -2.330 0.274
N 0.980 -0.467 2.246
H -5.699 -0.875 -0.164
H 4.784 -6.709 3.379
H -2.306 -0.249 -4.896
H -3.689 0.834 -5.147
C 4.453 -4.612 2.890
H -3.560 -0.111 0.786
H -3.541 -1.807 0.520
H -1.156 -0.355 3.899
O 1.152 -4.626 3.068
S -1.494 0.337 -7.691
H 2.085 3.925 -0.516
H 0.663 -0.058 -0.634
Br -2.349 0.794 -1.988
O 1.572 6.427 1.543
O 3.355 5.075 0.669
H 5.395 -4.220 2.518
H -1.658 -1.242 1.955
H -1.785 3.701 1.120
S 3.164 6.317 1.655
H -2.254 2.599 -6.022
H 1.079 6.142 -0.439
H 0.085 5.229 0.725
H 0.158 -2.260 2.850
*
```

Values from the calculation:
HOMO energy (eV): -5.251
Kohn-Sham gap (eV): 7.234
LUMO level (eV): 1.983

---

no.,energy (hartree)
1,-2675.7873
2,-1818.8099
3,-7060.7006
4,-5295.0499